Below is an isolated ion of composition C2H3N2O2 and charge +1 in a non-equilibrium geometry, with properties calculated with ωB97M-V with the def2-TZVPD basis set.

Results
E_LUMO, eV: -8.87
Frontier orbital gap, eV: 6.09
SMILES: O=[N+]1CC=[N+]1[O-]
2S+1: 1
Highest occupied orbital energy, eV: -14.96
Total charge: +1
E_tot, eV: -9180.6219
Energy relative to the best compared isomer or geometry (same formula, charge and spin), eV: 9.702

Last column: Löwdin charge in e.
CARTESIAN COORDINATES (ANGSTROEM)
C -0.280 -0.966 -0.099  0.20
C -0.928 0.373 0.068  0.05
N 0.906 -0.417 -0.068  -0.01
N 0.467 0.876 0.091  -0.07
O 2.394 -1.054 -0.178  -0.07
O 1.006 1.903 0.185  0.39
H -0.554 -2.003 -0.214  0.18
H -1.522 0.740 -0.782  0.17
H -1.489 0.548 0.997  0.17

---

Below is a single C3H4F3NO3 molecule in a non-equilibrium geometry, with properties calculated with ωB97M-V with the def2-TZVPD basis set.

Results
E_LUMO, eV: 0.66
Frontier orbital gap, eV: 11.39
SMILES: C[C@](O)([N+](=O)[O-])C(F)(F)F
2S+1: 1
Highest occupied orbital energy, eV: -10.73
E_tot, eV: -18957.4850
Energy relative to the best compared isomer or geometry (same formula, charge and spin), eV: 3.490

Last column: Löwdin charge in e.
CARTESIAN COORDINATES (ANGSTROEM)
C -1.386 0.355 0.525  0.05
C -0.140 -0.007 -0.266  -0.37
C 1.044 0.754 0.081  -0.69
N 0.346 -1.588 0.199  -0.38
O 0.099 -1.942 1.248  0.15
O 1.000 -2.112 -0.602  0.13
O -0.458 0.046 -1.575  0.12
F 2.093 0.441 -0.611  0.22
F 1.384 0.753 1.339  0.21
F 0.779 2.048 -0.193  0.16
H -1.123 1.105 1.360  0.14
H -1.784 -0.596 0.769  0.08
H -2.102 0.814 -0.102  0.08
H 0.248 -0.072 -2.171  0.11

---

Below is a 2-piece molecular cluster, C4H11P3 overall in a non-equilibrium geometry, with properties calculated with ωB97M-V with the def2-TZVPD basis set.

Results
E_LUMO (alpha / beta), eV: -0.62 / -0.52
Frontier orbital gap (alpha / beta), eV: 7.19 / 7.11
2S+1: 1
Highest occupied orbital energy (alpha / beta), eV: -7.81 / -7.63
E_tot, eV: -32187.4035
Energy relative to the best compared isomer or geometry (same formula, charge and spin), eV: 3.470

Last column: Löwdin charge in e.
CARTESIAN COORDINATES (ANGSTROEM)
C 2.621 0.005 -0.390  -0.63
C 3.259 0.527 0.858  -0.25
C -3.306 0.045 0.941  -0.40
C -0.687 -0.405 -0.973  -0.77
P 2.998 -1.227 -1.409  0.78
P 0.086 1.059 -0.262  0.80
P -2.699 -0.540 -0.699  0.80
H 2.664 0.229 1.737  0.07
H 4.180 0.053 0.995  0.03
H 3.423 1.581 0.808  0.06
H -3.788 -0.796 1.407  0.00
H -4.057 0.786 0.841  0.00
H -2.484 0.706 1.427  0.05
H -0.805 -0.466 -2.004  -0.04
H -0.299 -1.315 -0.595  -0.01
H 1.917 -1.156 -2.144  -0.23
H 0.144 0.408 0.933  -0.16
H -3.168 0.506 -1.470  -0.11

---

Below is C30H22AsIrN2S4Sb as an isolated structure in a non-equilibrium geometry, with properties calculated with ωB97M-V with the def2-TZVPD basis set.

Results
E_LUMO, eV: 1.26
Frontier orbital gap, eV: 5.64
2S+1: 1
Highest occupied orbital energy, eV: -4.38
Total charge: -1
E_tot, eV: -148008.1050
Energy relative to the best compared isomer or geometry (same formula, charge and spin), eV: 0.000

Last column: Löwdin charge in e.
CARTESIAN COORDINATES (ANGSTROEM)
Ir 0.128 0.418 -0.090  0.54
C 1.369 2.672 4.961  -0.09
C 0.892 1.415 5.313  -0.09
C 0.492 0.514 4.344  -0.03
C 0.570 0.868 2.994  -0.28
C 1.071 2.120 2.638  -0.07
C 1.460 3.016 3.622  -0.08
N 0.100 0.015 1.973  -0.17
N -0.519 -1.021 2.367  0.10
C -1.056 -1.746 1.347  -0.31
C -1.781 -2.917 1.641  -0.03
C -2.353 -3.622 0.616  -0.10
C -2.194 -3.169 -0.707  -0.08
C -1.484 -2.028 -1.002  -0.11
C -0.902 -1.265 0.023  -0.32
H 1.681 3.370 5.727  0.10
H 0.828 1.136 6.358  0.10
H 0.103 -0.457 4.610  0.10
H 1.173 2.370 1.590  0.06
H 1.853 3.983 3.334  0.11
H -1.873 -3.225 2.675  0.11
H -2.917 -4.525 0.814  0.09
H -2.645 -3.732 -1.516  0.10
H -1.367 -1.705 -2.027  0.07
S 3.028 3.243 -2.696  -0.30
Sb 2.500 1.050 -2.578  -0.18
S 0.084 0.759 -2.406  -0.09
S 2.401 0.376 -0.191  -0.06
S 3.555 -0.532 -3.790  -0.29
C -2.512 6.142 -0.328  -0.09
C -1.580 5.660 0.579  -0.08
C -1.404 4.294 0.731  -0.09
C -2.176 3.411 -0.017  -0.34
C -3.105 3.891 -0.931  -0.08
C -3.269 5.259 -1.084  -0.08
As -1.936 1.528 0.255  1.24
C -2.930 1.033 1.844  -0.27
C -2.645 1.384 3.154  -0.09
C -3.383 0.824 4.187  -0.08
C -4.389 -0.088 3.902  -0.08
C -4.680 -0.432 2.592  -0.02
C -3.958 0.137 1.548  -0.19
C -4.180 -0.103 0.119  -0.20
C -5.145 -0.941 -0.429  -0.03
C -5.249 -1.064 -1.805  -0.08
C -4.390 -0.366 -2.642  -0.08
C -3.412 0.461 -2.107  -0.11
C -3.321 0.594 -0.729  -0.30
H -2.643 7.209 -0.453  0.10
H -0.979 6.348 1.160  0.10
H -0.659 3.917 1.424  0.08
H -3.697 3.200 -1.518  0.10
H -3.989 5.635 -1.799  0.10
H -1.837 2.070 3.380  0.10
H -3.161 1.087 5.213  0.10
H -4.953 -0.536 4.710  0.10
H -5.468 -1.145 2.384  0.10
H -5.810 -1.504 0.215  0.10
H -6.000 -1.719 -2.229  0.10
H -4.466 -0.483 -3.715  0.10
H -2.701 0.963 -2.753  0.07

---

Below is C14H34Br2CaCl4CsFN4O9S as an isolated structure in a non-equilibrium geometry, with properties calculated with ωB97M-V with the def2-TZVPD basis set.

Results
E_LUMO, eV: -2.00
Frontier orbital gap, eV: 1.56
2S+1: 1
Highest occupied orbital energy, eV: -3.56
E_tot, eV: -262151.8708

Last column: Löwdin charge in e.
CARTESIAN COORDINATES (ANGSTROEM)
C 0.676 7.316 1.656  -0.16
O 1.950 6.734 1.381  -0.21
C 1.995 6.047 0.118  -0.21
C 1.020 4.786 -0.025  -0.28
C 1.762 3.495 0.550  -0.17
C 1.479 3.476 2.106  -0.18
N 2.360 2.487 2.847  0.06
C 2.540 3.071 4.149  -0.34
N 1.457 3.166 4.895  0.09
N 3.794 3.517 4.661  0.03
O 4.657 3.940 3.666  -0.04
H 0.862 8.342 2.089  0.11
H 0.111 6.759 2.474  0.10
H -0.035 7.350 0.762  -0.07
H 1.864 6.748 -0.755  0.11
H 3.043 5.637 0.029  0.13
H 0.739 4.668 -1.118  0.08
H 0.037 4.867 0.554  -0.02
H 2.851 3.479 0.278  0.12
H 1.279 2.588 0.084  0.09
H 1.726 4.497 2.538  0.12
H 0.384 3.321 2.329  0.13
H 3.242 2.496 2.327  0.10
H 0.779 2.402 4.876  0.14
H 1.266 4.086 5.456  -0.19
H 3.575 4.364 5.220  0.08
H 5.361 3.277 3.589  0.11
Br 1.640 5.091 6.995  -0.21
Ca -1.232 6.096 -0.227  0.99
C -3.623 1.863 -0.813  -2.01
Cl -5.020 1.433 0.199  0.50
Cl -3.977 1.476 -2.503  0.57
Cl -3.299 3.614 -0.657  0.37
Cl -2.203 0.952 -0.281  0.54
C -6.112 7.265 -1.633  -0.16
O -4.923 7.414 -0.865  -0.21
H -5.884 7.482 -2.675  0.08
H -6.483 6.240 -1.552  0.08
H -6.874 7.964 -1.278  0.07
H -5.148 7.217 0.050  0.06
N -3.136 -1.297 -4.114  -0.62
O -3.665 -0.683 -5.046  -0.01
O -3.782 -2.113 -3.453  -0.08
O -1.906 -1.065 -3.842  -0.30
Br -1.076 -2.812 -2.693  0.40
C 1.154 -7.718 -3.825  -0.27
S 1.499 -5.958 -4.029  0.82
O 0.747 -5.244 -2.959  -0.63
C 0.581 -5.754 -5.567  -0.25
H 1.607 -8.036 -2.886  0.01
H 0.075 -7.884 -3.781  0.07
H 1.588 -8.280 -4.652  0.06
H -0.460 -6.043 -5.419  0.07
H 1.036 -6.367 -6.346  0.05
H 0.629 -4.705 -5.855  0.06
O 2.447 -8.878 -0.186  -0.68
C 1.599 -8.131 0.306  -0.52
O 1.195 -8.324 1.557  0.01
C 0.357 -7.401 2.287  -0.19
C -1.109 -7.650 2.002  -0.04
C 0.946 -7.061 -0.512  0.03
H 0.654 -6.370 2.094  0.13
H 0.556 -7.586 3.343  0.13
H -1.347 -7.489 0.949  0.08
H -1.733 -6.987 2.601  0.10
H -1.371 -8.685 2.233  0.09
H 0.124 -7.495 -1.083  0.11
H 1.682 -6.653 -1.201  0.08
H 0.580 -6.222 0.073  0.10
F 0.278 2.736 -1.401  -0.67
Cs 2.617 -10.873 -0.094  1.50

---

Below is a 2-piece molecular cluster, C6H13S overall in a non-equilibrium geometry, with properties calculated with ωB97M-V with the def2-TZVPD basis set.

Results
E_LUMO, eV: 3.33
Frontier orbital gap, eV: 5.36
2S+1: 1
Highest occupied orbital energy, eV: -2.03
Total charge: -1
E_tot, eV: -17267.5439
Energy relative to the best compared isomer or geometry (same formula, charge and spin), eV: 0.842

Last column: Löwdin charge in e.
CARTESIAN COORDINATES (ANGSTROEM)
C 0.649 3.179 -1.796  -0.14
C 1.711 2.110 -2.013  -0.23
C 1.487 0.798 -2.301  -0.02
H 0.566 3.963 -2.537  0.05
H -0.323 2.671 -1.791  0.06
H 0.749 3.676 -0.811  0.07
H 2.720 2.519 -1.928  0.08
H 2.396 0.224 -2.580  0.05
H 0.550 0.280 -2.535  0.05
C -1.005 0.600 0.816  -0.18
C -0.861 -0.653 -0.011  -0.39
C -1.306 -1.860 0.876  -0.83
S -0.171 -2.208 2.215  0.08
H -2.073 0.746 1.075  0.07
H -0.702 1.586 0.328  0.05
H -0.375 0.582 1.672  0.02
H -1.500 -0.593 -0.901  0.08
H 0.222 -0.802 -0.280  0.08
H -1.187 -2.761 0.239  0.01
H -2.360 -1.813 1.185  0.03